1.
A gas-phase ion, C9H5O4 (charge -1) at a distorted geometry. Source: the Open Molecules 2025 dataset; level of theory: wB97M-V/def2-TZVPD.

Element x y z (Å)
O -2.705 1.937 -2.361
C -2.751 0.838 -1.961
C -2.585 -0.459 -1.753
O -2.168 -1.033 -0.620
C -0.853 -0.544 -0.114
C -0.520 -0.938 1.198
C 0.692 -0.548 1.690
C 1.647 0.089 0.901
C 3.008 0.481 1.492
O 3.136 0.175 2.690
O 3.730 1.159 0.749
C 1.324 0.488 -0.398
C -0.007 0.141 -0.936
H -3.230 -1.136 -2.310
H -1.197 -1.307 1.894
H 1.033 -0.849 2.748
H 1.838 1.165 -1.033
H -0.391 0.341 -1.876

Forces on atoms 1 to 2 (eV/Å):
-0.168 -0.316 0.276
0.302 0.740 -0.654

Properties
LUMO = 0.10154 hartree
Net charge = -1
HOMO energy = -4.577 eV
Structure (SMILES) = O=C=COc1ccc(C(=O)[O-])cc1
Orbital gap = 7.34 eV

2.
A molecular structure, C9H60NO22 at a distorted geometry. Source: the Open Molecules 2025 dataset; level of theory: wB97M-V/def2-TZVPD.

Element x y z (Å)
C 0.786 -2.509 0.363
C -0.108 -1.175 0.409
C 0.434 -0.435 1.670
C 0.034 1.057 1.853
C 0.229 1.776 0.471
C -0.347 1.163 -0.839
N 0.102 -0.308 -0.826
O 0.172 -1.062 -2.114
C 0.317 1.898 -1.943
C -1.854 1.285 -1.066
C -1.529 -1.666 0.755
H 0.891 -3.054 1.301
H 1.741 -2.192 -0.057
H 0.356 -3.285 -0.270
H 1.520 -0.519 1.688
H 0.050 -0.844 2.604
H 0.515 1.643 2.636
H -1.046 1.156 1.965
H 1.281 1.957 0.247
H -0.149 2.793 0.578
H 0.156 2.963 -2.108
H -0.015 1.386 -2.847
H 1.403 1.799 -1.928
H -2.375 0.788 -0.248
H -2.175 0.819 -1.997
H -2.118 2.341 -1.133
H -1.412 -2.490 1.460
H -1.950 -2.000 -0.194
H -2.213 -0.913 1.147
O 0.906 -2.581 -2.988
H 1.193 -2.063 -3.741
H 0.585 -1.933 -2.360
O 1.993 0.600 3.000
H 2.364 1.478 3.090
H 2.352 0.111 3.741
O -0.451 -2.181 3.134
H -0.807 -1.728 3.898
H -1.219 -2.542 2.690
O 0.186 0.361 4.362
H -0.573 0.088 3.846
H 0.906 0.392 3.732
O -1.926 -2.577 -1.962
H -1.817 -2.404 -1.027
H -2.818 -2.288 -2.157
O -2.555 2.558 0.841
H -1.956 1.856 0.588
H -2.703 2.422 1.777
O -1.328 -3.690 -0.230
H -0.501 -3.920 0.194
H -1.127 -3.693 -1.166
O 2.124 3.072 -0.022
H 2.155 3.411 -0.917
H 1.857 3.821 0.509
O 0.697 1.650 -4.216
H 0.943 0.836 -3.777
H 1.315 2.299 -3.882
O 3.628 -1.065 1.979
H 3.476 -1.130 1.036
H 2.802 -0.736 2.334
O -1.763 -0.511 -3.171
H -1.643 -1.456 -3.081
H -1.268 -0.135 -2.444
O -0.473 4.175 0.479
H -0.002 5.003 0.390
H -0.334 3.729 -0.356
O -1.369 1.424 -3.944
H -0.427 1.385 -3.781
H -1.702 0.583 -3.629
O -3.587 0.739 -2.143
H -2.937 1.407 -1.924
H -4.210 1.187 -2.714
O 1.330 0.126 -3.159
H 2.139 0.315 -2.683
H 0.718 -0.166 -2.484
O 3.434 -1.288 -0.005
H 2.788 -0.865 -0.571
H 4.192 -0.705 -0.028
O -2.960 -2.900 0.587
H -2.971 -3.301 1.456
H -2.090 -3.098 0.242
O 2.305 0.032 -0.896
H 1.544 -0.538 -1.009
H 1.954 0.822 -0.485
O 2.811 1.707 1.182
H 2.018 1.181 1.287
H 2.643 2.242 0.406
O 1.753 -1.539 3.244
H 1.272 -1.098 2.544
H 1.162 -2.231 3.542
O -1.965 0.196 3.330
H -2.742 -0.270 3.020
H -2.018 1.056 2.913

Forces on atoms 1 to 2 (eV/Å):
0.392 1.346 -1.409
0.291 0.086 1.753

Properties
LUMO = 0.05416 hartree
Net charge = -1
HOMO energy = -4.930 eV
Orbital gap = 6.40 eV

3.
25 unconnected molecules or ions with the total composition C9H66NO25 at a distorted geometry. Source: the Open Molecules 2025 dataset; level of theory: wB97M-V/def2-TZVPD.

Element x y z (Å)
C 2.001 0.462 1.697
C 0.744 0.698 0.866
C 1.093 1.665 -0.265
C -0.014 1.759 -1.311
C -0.248 0.350 -1.879
C -0.551 -0.712 -0.795
N 0.365 -0.610 0.330
O -0.029 -1.521 1.323
C -0.364 -2.042 -1.512
C -2.004 -0.533 -0.385
C -0.307 1.364 1.755
H 2.342 1.390 2.161
H 2.788 0.082 1.042
H 1.819 -0.279 2.472
H 1.956 1.233 -0.787
H 1.371 2.617 0.193
H 0.321 2.441 -2.101
H -0.933 2.178 -0.895
H 0.522 0.097 -2.609
H -1.182 0.484 -2.437
H -0.595 -2.856 -0.822
H 0.608 -2.213 -1.980
H -1.073 -2.050 -2.342
H -2.279 -1.231 0.399
H -2.765 -0.542 -1.173
H -2.144 0.487 -0.020
H -1.218 1.727 1.278
H 0.070 2.287 2.214
H -0.610 0.703 2.570
O 3.176 -1.102 -1.515
H 2.693 -0.321 -1.806
H 2.531 -1.589 -0.984
O 4.547 1.520 4.157
H 5.179 0.836 4.398
H 4.576 1.553 3.190
O -2.700 -3.327 -3.688
H -3.050 -4.185 -3.427
H -1.967 -3.531 -4.278
O 2.957 4.738 0.526
H 3.629 4.991 -0.119
H 3.444 4.302 1.230
O 3.321 -2.303 4.540
H 3.635 -1.845 3.753
H 3.002 -3.150 4.217
O 5.634 -1.624 0.282
H 6.342 -1.061 -0.043
H 4.844 -1.297 -0.178
O -4.068 2.064 0.967
H -4.104 2.152 1.925
H -3.559 1.256 0.834
O 1.858 -4.216 -3.557
H 1.531 -4.495 -2.695
H 2.318 -4.984 -3.909
O -5.569 -2.118 -2.639
H -5.632 -1.215 -2.960
H -5.237 -2.037 -1.729
O -2.838 -1.065 2.628
H -1.869 -1.044 2.711
H -3.094 -1.904 3.021
O -4.873 -1.845 0.167
H -3.969 -1.679 0.467
H -5.403 -1.826 0.968
O -2.254 4.335 -2.995
H -2.088 5.269 -3.146
H -2.251 4.230 -2.037
O -2.974 -0.468 -4.218
H -3.853 -0.159 -4.458
H -3.119 -1.309 -3.753
O -1.132 4.735 2.217
H -0.351 5.200 1.897
H -0.971 4.599 3.155
O 1.404 -1.749 -5.079
H 1.715 -2.632 -4.840
H 1.481 -1.255 -4.257
O 2.434 -2.905 0.616
H 1.777 -2.190 0.516
H 2.342 -3.100 1.553
O 0.216 -1.401 4.327
H 0.404 -0.476 4.508
H 0.333 -1.483 3.365
O 1.837 3.307 4.026
H 0.893 3.276 3.844
H 2.189 3.916 3.370
O 2.054 5.074 -2.322
H 2.167 4.215 -2.743
H 1.801 4.866 -1.415
O -2.486 2.290 -4.988
H -2.319 1.349 -4.844
H -2.146 2.701 -4.179
O -1.953 -3.759 1.306
H -1.705 -3.922 2.220
H -1.439 -2.958 1.067
O -2.917 1.320 4.818
H -1.965 1.241 4.937
H -3.165 2.113 5.304
O -2.286 -5.747 -2.171
H -3.095 -6.220 -1.953
H -2.087 -5.226 -1.381
O 5.238 1.725 1.255
H 5.144 2.621 1.595
H 6.156 1.496 1.440

Forces on atoms 1 to 2 (eV/Å):
0.204 0.073 -0.109
-0.311 0.222 0.223

Properties
LUMO = 0.04991 hartree
Net charge = -1
HOMO energy = -3.984 eV
Orbital gap = 5.34 eV

4.
A molecular structure, C9H6AlCl2FeN2O4 at a distorted geometry. Source: the Open Molecules 2025 dataset; level of theory: wB97M-V/def2-TZVPD.

Element x y z (Å)
Al -0.517 0.370 -5.178
Fe 0.460 1.590 -0.888
Cl -2.465 -0.405 -5.191
Cl -0.269 1.951 -2.978
C 2.254 2.236 -1.263
C 1.167 -0.835 -4.858
C 0.298 1.718 -6.460
O 2.973 2.759 -2.017
O 2.132 -1.460 -4.700
O 0.811 2.402 -7.247
N -0.235 -1.626 5.101
C -1.172 -1.532 4.104
O -2.313 -1.972 4.222
C -0.692 -0.891 2.836
C 0.660 -0.638 2.539
C 1.004 0.064 1.387
N 0.035 0.523 0.531
C -1.280 0.193 0.743
C -1.653 -0.505 1.883
H -0.573 -1.937 5.999
H 0.592 -1.045 5.087
H 1.459 -0.983 3.200
H 2.034 0.277 1.121
H -2.003 0.483 -0.023
H -2.707 -0.737 2.050

Forces on atoms 1 to 2 (eV/Å):
-2.300 -0.234 1.305
-0.771 1.094 -1.580

Properties
LUMO (spin up / spin down) = -0.54801 / -0.61182 hartree
Net charge = +4
HOMO energy (spin up / spin down) = -23.511 / -23.487 eV
Multiplicity = 6
<S²> = 8.77
Orbital gap (spin up / spin down) = 8.60 / 6.84 eV

5.
A molecular structure, C9H6BF2N2O5Pb at a distorted geometry. Source: the Open Molecules 2025 dataset; level of theory: wB97M-V/def2-TZVPD.

Element x y z (Å)
Pb 1.716 0.808 -0.518
O -0.690 -3.919 2.922
C 0.130 -2.915 2.344
C 0.709 -3.147 1.081
C 0.919 -1.982 0.199
N 0.878 -0.712 0.736
C 0.167 -0.610 1.900
C 0.128 -1.590 2.838
C -0.515 0.676 2.077
O -1.360 0.763 3.005
O -0.627 1.644 1.012
C 1.381 -2.064 -1.268
O 1.443 -3.245 -1.677
O 1.712 -0.943 -1.984
H -0.765 -4.572 2.250
H 0.951 -4.121 0.589
H -0.293 -1.533 3.866
C -0.082 3.475 -3.882
C -0.070 2.364 -2.910
N -0.021 1.546 -2.078
H -0.481 4.419 -3.367
H -0.631 3.187 -4.749
H 1.010 3.721 -4.161
F -1.424 3.818 1.138
B -1.611 2.563 0.770
F -2.575 2.367 -0.132

Forces on atoms 1 to 2 (eV/Å):
1.727 0.525 0.077
1.704 1.878 0.955

Properties
LUMO (spin up / spin down) = 0.08750 / 0.09009 hartree
Net charge = -1
HOMO energy (spin up / spin down) = -2.189 / -1.189 eV
Orbital gap (spin up / spin down) = 4.57 / 3.64 eV

6.
C9H6F2I2 in the gas phase at a distorted geometry. Source: the Open Molecules 2025 dataset; level of theory: wB97M-V/def2-TZVPD.

Element x y z (Å)
C -0.026 1.884 2.337
C 0.383 1.854 1.228
C -0.355 -1.103 -0.342
C 1.158 -1.212 -0.321
C -0.994 0.025 -0.614
C 1.968 -0.172 -0.344
C 0.781 1.709 -0.141
C -0.311 1.250 -1.090
C -1.182 -2.199 0.307
F 1.674 -2.470 -0.311
F 0.230 1.111 -2.363
I -3.076 0.087 -0.907
I 4.047 0.071 -0.462
H -0.533 1.908 3.291
H 1.556 2.341 -0.623
H -0.887 2.187 -1.322
H -0.605 -3.158 0.593
H -2.167 -2.299 -0.176
H -1.662 -1.814 1.258

Forces on atoms 1 to 2 (eV/Å):
-1.280 0.118 2.251
1.081 -0.169 -2.273

Properties
LUMO = -0.01668 hartree
Net charge = 0
HOMO energy = -8.753 eV
Orbital gap = 8.30 eV

7.
A molecular structure, C9H6F3N3O7S2Tc. Source: the Open Molecules 2025 dataset; level of theory: wB97M-V/def2-TZVPD.

Element x y z (Å)
Tc 0.699 0.682 0.517
O -4.465 -2.345 -2.278
C -3.701 -2.066 -1.230
O -3.815 -2.600 -0.172
C -2.645 -1.000 -1.378
C -2.549 0.103 -2.208
N -1.463 0.802 -1.841
N -0.838 0.219 -0.819
C -1.544 -0.877 -0.526
C -0.983 -1.687 0.573
O -1.213 -2.720 1.036
O 0.199 -0.918 1.099
H -4.184 -1.943 -3.110
H -3.184 0.457 -3.007
H -1.139 1.680 -2.226
F -0.272 0.700 3.964
C 0.603 1.675 4.107
F 0.215 2.556 4.981
F 1.793 1.199 4.379
S 0.737 2.555 2.427
O -0.408 2.013 1.546
O 0.819 3.945 2.585
O 1.878 1.848 1.691
S 4.576 0.017 -1.733
C 3.625 -1.402 -1.829
C 2.438 -1.223 -1.212
N 2.304 0.027 -0.632
C 3.386 0.774 -0.826
H 3.980 -2.288 -2.331
H 1.653 -1.956 -1.116
H 3.499 1.775 -0.431

Forces on atoms 1 to 2 (eV/Å):
-0.259 -0.537 0.595
-0.084 -0.035 -0.069

Properties
LUMO (spin up / spin down) = -0.37531 / -0.36696 hartree
Net charge = +2
HOMO energy (spin up / spin down) = -16.794 / -16.803 eV
Multiplicity = 2
<S²> = 1.17
Orbital gap (spin up / spin down) = 6.58 / 6.82 eV

8.
C9H6N2O2S in the gas phase at a distorted geometry. Source: the Open Molecules 2025 dataset; level of theory: wB97M-V/def2-TZVPD.

Element x y z (Å)
C -1.565 0.046 3.172
C -2.265 -0.719 0.967
C 0.068 -2.080 -1.634
C -0.215 -3.423 -1.609
C 0.213 -1.542 -0.368
C 0.002 -2.459 0.734
C -0.008 0.287 1.142
C -1.310 -0.154 1.804
C -0.111 1.768 0.932
N -1.746 0.300 4.285
N -2.833 -1.519 0.356
O 0.336 -0.223 -0.170
O -0.033 -2.203 1.916
S -0.405 -4.112 -0.038
H 0.122 -1.651 -2.658
H -0.412 -3.877 -2.535
H 0.753 0.160 2.019
H 0.758 2.199 0.567
H -0.108 2.374 1.816
H -0.762 2.139 0.243

Forces on atoms 1 to 2 (eV/Å):
0.216 0.324 -0.086
-0.198 -0.937 0.477

Properties
LUMO (spin up / spin down) = -0.07535 / -0.05899 hartree
Net charge = 0
HOMO energy (spin up / spin down) = -8.355 / -9.278 eV
Orbital gap (spin up / spin down) = 6.31 / 7.67 eV